CH3NO2 | ωB97M-V with the def2-TZVPD basis set

Structure (XYZ):
```
7
Properties=species:S:1:pos:R:3:forces:R:3:lowdin_charge:R:1
C -0.2029 -0.0873 0.0284 0.902 3.716 -1.918 0.0160
N -1.6434 0.1061 -0.0139 -5.110 -3.572 1.087 -0.4019
O -2.2913 1.1634 0.0297 2.573 -1.732 -0.299 0.0601
O -2.2477 -1.0454 -0.0230 1.558 3.487 -0.261 -0.0057
H 0.1830 0.7784 0.6520 0.025 -1.142 -1.093 0.1242
H 0.0912 -1.0418 0.3455 -0.189 -1.141 0.794 0.0709
H 0.0458 -0.0387 -1.0918 0.241 0.385 1.692 0.1365
```
Positions in Å, forces in eV/Å.

Results
net charge: 0
Kohn-Sham gap: 10.651 eV
electronic energy: -245.0143 Ha
SMILES: C[N+](=O)[O-]
E_LUMO: -0.29 eV

---

CH3NO2 | ωB97M-V with the def2-TZVPD basis set

Structure (XYZ):
```
7
Properties=species:S:1:pos:R:3:forces:R:3:lowdin_charge:R:1
O -1.2234 -0.7696 -0.0154 -1.487 -2.759 0.238 0.0532
C -0.7064 0.3003 -0.0550 1.775 3.829 0.658 -0.3221
N 0.6586 0.3852 0.1040 -4.130 -0.874 0.532 -0.0564
O 1.1218 -0.8382 -0.0759 -0.322 -4.353 1.717 -0.1013
H -1.2526 1.2266 -0.0418 -0.274 0.600 -0.202 0.1322
H 1.2398 1.0590 -0.2278 1.564 2.526 -1.136 0.1075
H 0.1624 -1.3633 0.3118 2.875 1.030 -1.806 0.1869
```
Positions in Å, forces in eV/Å.

Results
net charge: 0
Kohn-Sham gap: 10.101 eV
electronic energy: -245.0482 Ha
SMILES: O=CNO
E_LUMO: 0.94 eV

---

CH3NO2 | ωB97M-V with the def2-TZVPD basis set

Structure (XYZ):
```
7
Properties=species:S:1:pos:R:3:forces:R:3:lowdin_charge:R:1
O -1.2990 0.1638 0.2163 -0.131 -1.457 -0.414 0.0502
C -0.1299 -0.0162 -0.4513 2.269 0.486 -0.275 -0.3757
N 0.9957 -0.6829 0.1410 -0.006 -2.895 -1.335 -0.0070
O 1.0406 0.7104 0.0816 -1.593 1.280 -0.346 -0.0624
H -1.3785 1.0360 0.5578 0.104 1.214 0.407 0.0918
H -0.2155 -0.0549 -1.6112 0.245 0.020 2.265 0.1793
H 0.9866 -1.1561 1.0658 -0.887 1.353 -0.302 0.1238
```
Positions in Å, forces in eV/Å.

Results
net charge: 0
Kohn-Sham gap: 10.070 eV
electronic energy: -245.0220 Ha
SMILES: O[C@@H]1NO1
E_LUMO: 0.89 eV

---

CH3NO2P2 | ωB97M-V with the def2-TZVPD basis set

Structure (XYZ):
```
9
Properties=species:S:1:pos:R:3:forces:R:3:lowdin_charge:R:1
O 1.1472 1.3833 2.7013 0.685 1.187 0.139 -0.4590
P 0.3713 0.1594 2.6319 -0.433 -1.253 1.118 0.8197
N 0.0192 -0.0477 1.0045 -0.913 -2.083 -0.072 -0.3543
C -0.5069 -1.1727 0.4968 0.092 0.576 -0.617 -0.3520
P -0.8921 -0.9240 -1.2863 -1.713 1.008 0.944 0.7718
O -0.2723 0.5938 -1.6006 -0.182 1.565 -3.346 -0.4821
H 0.3056 0.6530 0.3910 0.552 2.057 -1.356 0.0213
H 0.1835 -1.5600 -1.7255 1.781 -1.789 -0.497 -0.0959
H -0.3555 0.9148 -2.6131 0.130 -1.267 3.687 0.1305
```
Positions in Å, forces in eV/Å.

Results
net charge: 0
Kohn-Sham gap: 8.348 eV
electronic energy: -927.7812 Ha
SMILES: O=PNC#[PH]O
E_LUMO: -0.81 eV

---

CH3NO2S2 | ωB97M-V with the def2-TZVPD basis set

Structure (XYZ):
```
9
Properties=species:S:1:pos:R:3:forces:R:3:lowdin_charge:R:1
O -1.2862 1.2815 -0.4909 -1.976 -1.551 1.279 0.0166
N -0.2570 0.4188 -0.2656 0.925 1.562 -0.242 -0.3604
O 0.8793 0.8982 -0.8525 0.428 -0.455 -0.428 -0.0006
C -0.3615 -0.6306 0.5243 2.742 -0.104 0.125 -1.1268
S -1.7327 -1.2227 1.1841 -0.521 0.180 -0.120 0.6430
S 1.3530 -1.2264 0.8672 -0.763 1.163 -0.539 0.7770
H -2.0035 0.7329 0.0324 0.785 1.388 -1.040 0.0788
H 1.4184 1.5591 -0.3491 -1.281 -0.613 0.426 0.1472
H 0.8702 -2.4015 1.0629 -0.339 -1.570 0.538 -0.1748
```
Positions in Å, forces in eV/Å.

Results
net charge: 0
Kohn-Sham gap: 9.367 eV
electronic energy: -1041.3764 Ha
SMILES: ON(O)C(=S)S
E_LUMO: 0.26 eV

---

CH3NO3 | ωB97M-V with the def2-TZVPD basis set

Structure (XYZ):
```
8
Properties=species:S:1:pos:R:3:forces:R:3:lowdin_charge:R:1
C -1.4583 0.1394 -0.1904 -0.929 0.001 -0.407 0.0647
N -0.3262 0.1910 0.3557 2.779 -0.576 -0.433 -0.2439
O 0.1755 0.4419 1.4032 -0.303 0.205 0.431 0.0613
O 2.0951 0.0455 -0.1864 0.288 0.249 0.295 -0.0442
O 0.9276 -0.2965 -0.7731 -1.676 0.100 0.177 -0.1302
H -1.5275 -0.1393 -1.2212 0.169 -0.074 -0.245 0.0864
H -2.3287 0.3863 0.3946 0.013 0.034 0.148 0.0964
H 2.4425 -0.7683 0.2176 -0.340 0.061 0.034 0.1094
```
Positions in Å, forces in eV/Å.

Results
net charge: 0
Kohn-Sham gap: 10.415 eV
electronic energy: -320.1442 Ha
E_LUMO: 0.50 eV

---

CH3NO3 | ωB97M-V with the def2-TZVPD basis set

Structure (XYZ):
```
8
Properties=species:S:1:pos:R:3:forces:R:3:lowdin_spin:R:1
C -0.7744 0.1813 -0.0939 -0.601 2.034 2.940 0.1360
N 1.6397 -0.5985 0.1434 6.340 -3.009 -5.578 0.9051
O -1.1869 -0.1554 -1.1493 0.343 -0.624 -1.192 0.0977
O -1.2773 1.0743 0.7751 -0.827 1.194 0.259 0.0588
O 0.3627 -0.1551 0.6038 -6.708 -0.363 2.196 0.6153
H 1.5628 -1.6241 0.0606 0.945 0.200 1.521 0.0959
H 1.7240 -0.3023 -0.8399 0.823 0.582 0.519 0.0731
H -2.0506 1.5797 0.5001 -0.313 -0.013 -0.664 0.0180
```
Positions in Å, forces in eV/Å.

Results
net charge: 0
Kohn-Sham gap (alpha / beta): 5.034 / 8.130 eV
electronic energy: -320.1002 Ha
E_LUMO (alpha / beta): 0.58 / -3.29 eV
multiplicity: 3

---

CH3NO3S | ωB97M-V with the def2-TZVPD basis set

Structure (XYZ):
```
9
Properties=species:S:1:pos:R:3:forces:R:3:lowdin_charge:R:1
C 0.5984 0.3743 -0.0414 1.347 -1.461 0.634 -0.2094
N 1.6014 -0.5941 -0.1396 1.509 0.534 2.458 -0.3224
O 2.4364 -0.6833 1.0239 -0.222 -0.105 -0.806 -0.5289
O -2.5015 -0.4638 -1.1365 0.243 0.521 0.828 -0.7419
O -2.8050 1.2258 0.7397 -0.077 0.291 -0.186 -0.7331
S -2.1221 -0.0405 0.2907 -0.161 -0.885 -0.547 0.5084
H 1.0584 1.0981 0.5889 -0.328 1.158 0.566 0.0131
H 0.4176 0.6045 -1.0265 -1.518 1.285 -2.273 -0.0246
H 1.3165 -1.5211 -0.2993 -0.793 -1.336 -0.673 0.0388
```
Positions in Å, forces in eV/Å.

Results
net charge: -2
Kohn-Sham gap (alpha / beta): 4.472 / 4.364 eV
electronic energy: -718.3528 Ha
E_LUMO (alpha / beta): 6.77 / 6.67 eV

---

CH3NO3S | ωB97M-V with the def2-TZVPD basis set

Structure (XYZ):
```
9
Properties=species:S:1:pos:R:3:forces:R:3:lowdin_charge:R:1
C 1.9266 -0.1123 -0.1893 -1.726 -0.226 1.252 0.0861
N 0.7685 -0.1942 0.4125 2.283 -5.253 -1.491 -0.1673
O -3.2758 -0.0958 -1.1936 -0.949 -0.672 -1.969 -0.4025
O -1.8375 1.2723 0.1994 -1.052 -1.340 0.214 -0.4590
O 0.1592 -1.3247 0.6525 0.366 1.019 -0.464 -0.1557
S -2.8038 0.1768 0.0941 2.203 1.882 1.822 0.8947
H 2.4120 -1.0054 -0.5026 -0.052 -0.635 -0.057 0.0821
H 2.4600 0.7825 -0.1714 0.368 1.537 -0.239 0.0572
H 0.1908 0.5009 0.6984 -1.441 3.688 0.933 0.0644
```
Positions in Å, forces in eV/Å.

Results
net charge: 0
Kohn-Sham gap: 8.062 eV
electronic energy: -718.4581 Ha
E_LUMO: -1.09 eV

---

CH3NO3S | ωB97M-V with the def2-TZVPD basis set

Structure (XYZ):
```
9
Properties=species:S:1:pos:R:3:forces:R:3:lowdin_charge:R:1
C 1.0673 0.0971 0.3253 0.002 1.370 -1.204 -0.6412
N -2.2025 -0.2236 0.0308 3.329 2.683 -0.229 -0.4142
O -1.8838 -1.3059 0.3143 -0.600 -1.321 0.255 0.1146
O -3.1273 0.3736 -0.3569 -1.102 -0.361 -0.045 0.1026
O 1.5472 -0.2636 -0.9386 0.710 -0.692 -0.394 -0.1426
S -0.3237 1.2497 0.1060 -1.282 -1.336 0.721 0.7625
H 1.7680 0.5915 0.9895 0.430 0.559 -0.193 0.0669
H 0.9090 -0.8112 0.8327 -1.220 -1.128 0.660 0.0635
H 2.2457 0.2924 -1.3032 -0.268 0.228 0.430 0.0879
```
Positions in Å, forces in eV/Å.

Results
net charge: 0
Kohn-Sham gap (alpha / beta): 8.141 / 7.782 eV
electronic energy: -718.3921 Ha
E_LUMO (alpha / beta): -1.35 / -1.55 eV

---

CH3NO3S | ωB97M-V with the def2-TZVPD basis set

Structure (XYZ):
```
9
Properties=species:S:1:pos:R:3:forces:R:3:lowdin_charge:R:1
C -0.2011 -0.2669 -0.0207 0.292 0.720 -0.429 -0.7447
N 0.9187 0.4663 0.1306 3.834 1.821 -0.221 0.1509
O -1.2598 0.4917 -0.3301 -1.414 1.452 -0.013 -0.2756
O -0.2718 -1.4426 -0.0057 0.262 -2.414 0.216 0.1019
O -3.5831 0.1633 0.8152 0.269 0.553 0.134 -0.5234
S -2.8673 0.0318 -0.4492 -0.557 -1.537 0.208 0.9652
H 1.0701 1.5107 0.2334 -1.426 -1.997 -0.341 0.1437
H 1.8479 0.0526 -0.1653 -2.056 0.108 0.846 0.1444
H -2.7503 -1.4015 -0.4648 0.796 1.294 -0.400 0.0376
```
Positions in Å, forces in eV/Å.

Results
net charge: 0
Kohn-Sham gap: 10.624 eV
electronic energy: -718.5334 Ha
E_LUMO: 0.59 eV

---

CH3NO4 | ωB97M-V with the def2-TZVPD basis set

Structure (XYZ):
```
9
Properties=species:S:1:pos:R:3:forces:R:3:lowdin_charge:R:1
C 1.4352 -0.0141 0.0465 0.235 -0.005 -0.369 -0.0685
N -2.0122 -0.2757 -0.1359 2.722 2.706 -0.251 -0.2606
O -1.5082 -1.0259 0.5817 -0.607 -2.129 0.898 0.1624
O -2.9316 -0.0422 -0.7937 -2.019 -0.570 -0.717 0.1753
O 0.3313 0.5669 0.7231 -0.272 0.828 0.143 -0.2241
O -0.4586 1.2672 -0.0984 0.092 -0.776 0.224 -0.0593
H 1.9103 -0.6687 0.7747 -0.022 0.013 -0.037 0.0948
H 2.1261 0.7700 -0.2695 -0.031 -0.046 0.037 0.0903
H 1.1076 -0.5776 -0.8285 -0.097 -0.021 0.072 0.0895
```
Positions in Å, forces in eV/Å.

Results
net charge: 0
Kohn-Sham gap (alpha / beta): 8.637 / 9.906 eV
electronic energy: -395.3356 Ha
E_LUMO (alpha / beta): -0.59 / -0.35 eV

---

CH3NO4P | ωB97M-V with the def2-TZVPD basis set

Structure (XYZ):
```
10
Properties=species:S:1:pos:R:3:forces:R:3:lowdin_charge:R:1
C 0.7169 -2.6028 -0.8267 0.468 0.247 0.831 -0.7218
N -1.1198 0.9866 -0.6399 -3.349 -0.021 -0.739 -0.3733
O 1.6634 -3.1616 -0.3209 0.398 -0.446 -0.037 0.0078
O 0.0691 -2.5659 -1.8292 -0.440 0.069 -0.444 0.0435
O 0.1603 -1.5432 0.2655 -2.074 0.748 -1.539 -0.2481
O 0.8902 0.9429 0.8755 -0.616 -0.160 0.339 -0.4139
P -0.7106 0.3446 0.7171 2.150 0.626 -0.570 0.6976
H -2.2066 0.8611 -0.8020 2.847 0.236 0.404 -0.0191
H 0.6384 -1.5411 1.0608 1.636 -0.686 1.469 -0.0104
H 1.3302 1.3905 0.1199 -1.020 -0.612 0.286 0.0378
```
Positions in Å, forces in eV/Å.

Results
net charge: -1
Kohn-Sham gap: 8.900 eV
electronic energy: -737.0671 Ha
E_LUMO: 4.07 eV

---

CH3NO4S | ωB97M-V with the def2-TZVPD basis set

Structure (XYZ):
```
10
Properties=species:S:1:pos:R:3:forces:R:3:lowdin_charge:R:1
C 0.7627 -2.0194 -0.2233 -0.997 -5.065 1.481 -0.1391
N 0.0339 0.0791 -0.1381 0.354 0.496 1.382 -0.0487
O -0.1804 1.0501 -0.7516 -0.276 -0.067 -1.007 -0.0296
O -0.3476 3.9430 0.2632 -1.146 -0.451 -0.593 -0.4313
O -1.4331 2.2259 1.5588 -0.750 0.210 -0.826 -0.4432
O 0.0986 -1.0307 -0.9012 -0.263 1.109 -1.440 -0.1104
S -1.4480 3.0026 0.3397 1.717 0.581 1.737 0.8739
H 0.5498 -2.0113 0.9069 1.195 0.747 -1.542 0.1130
H 1.7988 -2.2253 -0.6260 -0.994 0.731 0.957 0.1025
H 0.1653 -3.0141 -0.4283 1.161 1.710 -0.150 0.1128
```
Positions in Å, forces in eV/Å.

Results
net charge: 0
Kohn-Sham gap: 10.008 eV
electronic energy: -793.6699 Ha
E_LUMO: -0.86 eV

---

CH3NO4S | ωB97M-V with the def2-TZVPD basis set

Structure (XYZ):
```
10
Properties=species:S:1:pos:R:3:forces:R:3:lowdin_charge:R:1
C -1.1370 1.1215 -1.3397 1.183 -0.798 1.949 -0.0571
N 0.3745 -0.7795 1.4014 3.152 1.520 -1.559 -0.1388
O -1.8812 0.9050 -2.1917 -0.614 0.416 -0.397 0.0912
O 1.8713 -0.1974 -0.6056 0.976 -0.073 0.357 -0.3595
O 0.6015 -2.3875 -0.6515 0.461 -0.640 0.292 -0.3395
O 0.2100 0.6404 1.4815 -0.406 1.039 0.346 -0.1755
S 0.7207 -1.0017 -0.3212 -2.120 0.906 -0.616 0.7230
H -1.1253 1.6655 -0.3213 -0.501 -0.090 -1.273 0.0924
H -0.5207 -1.1257 1.5797 -1.970 -0.680 0.278 0.0663
H 0.8861 1.1595 0.9682 -0.161 -1.600 0.623 0.0975
```
Positions in Å, forces in eV/Å.

Results
net charge: 0
Kohn-Sham gap (alpha / beta): 8.836 / 6.464 eV
electronic energy: -793.6008 Ha
E_LUMO (alpha / beta): -0.43 / -1.97 eV

---

CH3NO5 | ωB97M-V with the def2-TZVPD basis set

Structure (XYZ):
```
10
Properties=species:S:1:pos:R:3:forces:R:3:lowdin_charge:R:1
O -1.7518 1.1832 -0.2504 0.841 -1.717 -0.051 0.1255
N -1.1498 0.1302 -0.0842 -1.193 0.280 1.822 -0.2601
O -1.5812 -0.9244 0.4092 -0.529 1.671 -0.800 0.0734
C 0.3844 0.0648 -0.2518 1.057 -0.480 3.500 -0.6209
O 0.6374 -1.2179 -0.5387 0.023 -0.426 0.226 0.0923
O 0.8352 0.9179 -1.1227 0.276 1.668 -0.846 0.1635
O 0.9002 0.3230 1.2106 -0.489 -3.007 -2.132 -0.0213
H 0.0185 -1.6708 0.1084 0.513 0.022 -1.142 0.1284
H 0.5375 1.8504 -0.9627 0.182 -1.248 0.095 0.1692
H 1.1695 -0.6563 1.4822 -0.680 3.238 -0.672 0.1501
```
Positions in Å, forces in eV/Å.

Results
net charge: 0
Kohn-Sham gap: 10.894 eV
electronic energy: -470.7455 Ha
SMILES: O=[N+]([O-])C(O)(O)O
E_LUMO: -0.68 eV

---

CH3NO7S2 | ωB97M-V with the def2-TZVPD basis set

Structure (XYZ):
```
14
Properties=species:S:1:pos:R:3:forces:R:3:lowdin_charge:R:1
C 1.9603 0.3599 0.1693 2.106 -3.962 1.905 -0.1114
O 1.8676 -1.0104 -0.2056 0.200 -0.472 -0.095 -0.2928
N 0.9384 -1.8055 0.5780 0.920 0.985 0.782 -0.2343
S -0.4492 -1.6384 -0.0689 -4.289 -2.219 -1.075 0.5716
O -1.4231 -2.6245 0.5252 2.234 2.141 -0.609 -0.4113
O -0.4571 -1.6548 -1.5319 -0.068 0.966 1.245 -0.3536
O -1.1667 -0.1028 0.5362 -0.500 0.204 0.494 -0.4703
S -1.7789 1.3253 -0.0843 -0.121 1.678 -1.562 0.4571
O -2.8384 0.9698 -1.0615 1.428 -0.005 1.199 -0.4072
O -0.5272 1.8807 -0.6652 -1.529 -0.130 0.294 -0.4207
O -2.3602 2.2966 0.9377 1.513 -2.960 -0.927 -0.4315
H 2.2257 0.4644 1.1916 -0.282 -0.129 1.639 0.0709
H 1.1709 0.8949 -0.0571 -3.883 2.708 -1.292 -0.0155
H 2.8379 0.6449 -0.2634 2.269 1.195 -1.997 0.0489
```
Positions in Å, forces in eV/Å.

Results
net charge: -2
Kohn-Sham gap: 8.066 eV
electronic energy: -1417.6198 Ha
SMILES: CON=[S@](=O)([O-])OS(=O)(=O)[O-]
E_LUMO: 6.39 eV

---

CH3NOP2 | ωB97M-V with the def2-TZVPD basis set

Structure (XYZ):
```
8
Properties=species:S:1:pos:R:3:forces:R:3:lowdin_spin:R:1
C -2.0488 0.5343 -0.2167 2.182 1.247 0.367 0.2822
N 0.5390 -0.2689 0.1322 -1.773 -0.554 0.607 0.5858
O -3.2143 0.4592 -0.1411 -1.725 -0.041 -0.208 0.2546
P -0.8850 -0.8889 0.2793 -0.407 0.370 -0.194 0.6777
P 2.0387 -0.6918 -0.3862 0.195 0.222 -2.885 0.1058
H -1.4454 1.5150 -0.4031 -0.723 -1.365 0.027 0.0541
H 2.4667 0.5271 0.0137 1.317 1.463 -0.090 0.0139
H 2.5491 -1.1860 0.7220 0.934 -1.341 2.376 0.0260
```
Positions in Å, forces in eV/Å.

Results
net charge: 0
Kohn-Sham gap (alpha / beta): 8.065 / 6.612 eV
electronic energy: -852.4675 Ha
E_LUMO (alpha / beta): 0.65 / -2.69 eV
multiplicity: 3

---

CH3NOS | ωB97M-V with the def2-TZVPD basis set

Structure (XYZ):
```
7
Properties=species:S:1:pos:R:3:forces:R:3:lowdin_charge:R:1
O 2.1771 -0.0813 -0.5090 -4.738 -0.981 2.384 -0.0344
C 1.0058 -0.2750 -0.0450 3.246 -1.586 -1.049 -0.4449
N 0.0180 0.6668 -0.0030 -2.929 -4.284 0.667 -0.3189
S -1.5700 -0.0953 -0.4629 0.355 0.600 2.134 0.6810
H 0.4682 -1.3604 0.4138 2.155 2.761 -1.432 0.1576
H 0.1154 1.5962 -0.2097 0.540 2.578 -0.904 0.0416
H -2.2144 -0.4511 0.8158 1.371 0.914 -1.800 -0.0821
```
Positions in Å, forces in eV/Å.

Results
net charge: 0
Kohn-Sham gap: 10.491 eV
electronic energy: -568.0232 Ha
SMILES: O=CNS
E_LUMO: 0.20 eV

---

CH3NOS | ωB97M-V with the def2-TZVPD basis set

Structure (XYZ):
```
7
Properties=species:S:1:pos:R:3:forces:R:3:lowdin_charge:R:1
O 0.2674 0.7164 0.7413 -1.396 -1.098 3.353 -0.0207
N 0.2104 -0.0210 -0.4020 0.579 1.136 -0.469 -0.1437
C -0.0042 -1.2768 -0.5321 1.005 -0.297 -4.482 -0.7035
S 0.2519 -2.0098 -2.0130 0.008 -0.059 0.515 0.5385
H -0.1940 0.1534 1.5031 1.381 1.687 -2.479 0.1822
H 0.6958 0.3873 -1.1815 0.157 0.697 -0.015 0.1291
H -0.4653 -1.7822 0.1841 -1.735 -2.067 3.578 0.0180
```
Positions in Å, forces in eV/Å.

Results
net charge: 0
Kohn-Sham gap: 8.810 eV
electronic energy: -567.9876 Ha
SMILES: ONC=S
E_LUMO: 0.29 eV

---

Calculated relative energy (zero: lowest compared OMol25 entry of this formula, charge and spin), 103.44, 82.16, 98.59, 44.36, 72.10, 124.50, 35.38, 39.68, 70.86, 112.30, 23.61, 135.72, 40.14, 40.63, 83.97, 31.62, 0.80, 0.00, 48.68, 70.99 kcal per mole (same order as the records).